# 1
The following is a quantum chemistry calculation of an isolated molecule of C7H9IO, from the OMol25 dataset.

Each line ends with the Mulliken charge.
Geometry (Å):
C1 -0.596 -0.674 0.320  -0.556
C2 0.864 -1.076 2.032  -0.036
C3 -0.162 0.433 -0.420  1.352
C4 1.649 -0.029 2.006  -0.599
C5 -0.570 -0.728 1.775  -0.622
C6 0.101 1.635 0.134  -0.334
C7 0.103 0.317 -1.912  -1.825
O1 0.730 2.586 -0.605  -0.577
I1 3.412 0.619 2.976  0.052
H1 -0.613 -1.697 -0.143  0.233
H2 0.894 -2.140 2.066  0.348
H3 -0.795 0.190 2.237  0.358
H4 -1.152 -1.599 2.263  0.309
H5 -0.198 2.019 1.095  0.409
H6 -0.375 -0.527 -2.393  0.373
H7 1.233 0.275 -2.044  0.416
H8 -0.041 1.317 -2.475  0.320
H9 1.109 2.193 -1.439  0.377

## Properties
**Lowest unoccupied orbital energy (alpha / beta)**: -0.05 / -0.55 eV
**ΔE to the lowest compared entry with this formula, charge and spin**: 528.5 kJ/mol
**Orbital gap (alpha / beta)**: 7.76 / 6.43 eV



# 2
The following is a quantum chemistry calculation of an isolated molecule of C7H9N, from the OMol25 dataset.

Each line ends with the Mulliken charge.
Geometry (Å):
C1 0.880 0.835 0.450  -0.519
C2 0.123 1.383 -0.505  -0.115
C3 -1.211 0.735 -0.497  -0.105
C4 -1.646 -0.120 0.677  -0.773
C5 -1.102 -0.858 -0.558  -0.103
C6 0.277 -1.370 -0.168  -0.363
N1 1.308 -0.798 -0.755  -0.411
C7 2.218 0.018 0.107  -0.535
H1 0.724 0.696 1.591  0.355
H2 0.552 1.778 -1.512  0.222
H3 -2.045 1.064 -1.163  0.325
H4 -1.249 -0.116 1.633  0.324
H5 -2.745 -0.192 0.518  0.220
H6 -1.871 -1.411 -1.089  0.425
H7 0.294 -1.642 0.845  0.412
H8 2.618 -0.457 0.998  0.298
H9 2.873 0.453 -0.573  0.343

## Properties
**Lowest unoccupied orbital energy**: 0.69 eV
**ΔE to the lowest compared entry with this formula, charge and spin**: 642.7 kJ/mol
**SMILES string**: C1=C[C@@H]2C[C@@H]2C=NC1
**Orbital gap**: 8.44 eV



# 3
The following is a quantum chemistry calculation of an isolated molecule of C7H9N, from the OMol25 dataset.

Each line ends with the Mulliken charge.
Geometry (Å):
C1 -1.160 0.056 -1.184  -0.734
C2 -0.054 -0.699 -1.482  -0.429
C3 0.627 -1.226 -0.294  -0.094
N1 1.544 -0.205 0.374  -0.569
C4 0.669 1.097 0.438  -0.615
C5 -0.432 0.606 1.143  -0.120
C6 -1.419 0.112 0.202  -0.186
C7 -0.569 -0.928 0.682  -0.339
H1 -1.267 0.909 -1.987  0.313
H2 0.324 -0.765 -2.507  0.350
H3 1.405 -2.160 -0.332  0.341
H4 2.355 0.067 -0.319  0.241
H5 0.445 1.493 -0.587  0.242
H6 1.084 1.832 1.031  0.492
H7 -0.453 0.887 2.420  0.311
H8 -2.443 0.091 0.544  0.408
H9 -0.657 -1.167 1.857  0.389

## Properties
**Lowest unoccupied orbital energy**: 1.04 eV
**ΔE to the lowest compared entry with this formula, charge and spin**: 605.4 kJ/mol
**SMILES string**: C1=C[C@H]2NC[C@H]3[C@@H]1[C@H]32
**Orbital gap**: 9.82 eV



# 4
The following is a quantum chemistry calculation of a cluster of 2 separate species, C7H9N in total, from the OMol25 dataset.

Each line ends with the Mulliken charge.
Geometry (Å):
C1 1.447 0.745 0.072  0.025
C2 0.536 1.501 -0.638  -0.237
C3 -0.269 0.940 -1.522  -0.528
N1 -0.415 -0.472 -1.847  -0.473
C4 0.510 -1.196 -1.198  -0.182
C5 1.607 -0.590 -0.394  -0.341
H1 2.054 1.221 0.997  0.247
H2 0.624 2.563 -0.497  0.366
H3 -1.077 1.659 -1.838  0.351
H4 0.416 -2.236 -1.273  0.509
H5 2.366 -1.412 -0.007  0.241
C6 -1.153 -1.058 1.463  -0.629
C7 -1.472 0.149 1.293  -0.271
H6 -1.550 -1.729 0.784  0.294
H7 -0.555 -1.722 2.283  0.192
H8 -1.929 0.611 0.328  0.251
H9 -1.141 1.028 1.996  0.184

## Properties
**Lowest unoccupied orbital energy**: 0.59 eV
**ΔE to the lowest compared entry with this formula, charge and spin**: 367.5 kJ/mol
**SMILES string**: c1ccncc1.C=C
**Orbital gap**: 10.00 eV



# 5
The following is a quantum chemistry calculation of an isolated molecule of C7H9N, from the OMol25 dataset.

Each line ends with the Mulliken charge.
Geometry (Å):
C1 2.197 0.078 0.042  -0.669
C2 1.240 1.239 -0.050  -0.655
C3 -1.367 1.206 -0.008  -0.966
C4 -1.407 -1.135 -0.064  -0.918
C5 1.272 -1.101 -0.333  -0.726
C6 -0.040 -0.745 0.412  0.405
C7 -0.002 0.723 0.180  0.489
H1 2.965 0.105 -0.672  0.359
H2 2.703 -0.120 1.007  0.275
H3 1.523 2.273 -0.178  0.428
H4 -1.931 2.084 -0.223  0.405
H5 -3.032 0.055 -0.305  0.202
H6 -1.982 -2.018 0.077  0.329
H7 1.732 -2.092 -0.004  0.308
H8 0.021 -0.944 1.480  0.322
H9 1.072 -1.029 -1.426  0.310
N1 -2.062 0.014 -0.118  0.105

## Properties
**Lowest unoccupied orbital energy**: 0.93 eV
**ΔE to the lowest compared entry with this formula, charge and spin**: 294.0 kJ/mol
**Orbital gap**: 7.17 eV



# 6
The following is a quantum chemistry calculation of an isolated molecule of C7H9N, from the OMol25 dataset.

Each line ends with the Mulliken charge.
Geometry (Å):
C1 3.241 -0.436 0.854  -0.058
C2 2.271 -0.144 0.214  -0.791
C3 1.145 0.600 -0.308  0.572
C4 1.268 1.835 -0.843  -1.014
C5 -0.239 -0.150 -0.119  0.650
C6 -0.498 -1.638 -0.365  -1.254
N1 -1.172 0.630 0.286  -0.432
C7 -2.516 0.371 0.582  -0.794
H1 4.059 -0.945 1.241  0.465
H2 0.529 2.340 -1.301  0.396
H3 2.174 2.343 -0.736  0.344
H4 0.506 -2.058 -0.581  0.369
H5 -1.075 -1.663 -1.250  0.358
H6 -1.015 -2.177 0.421  0.336
H7 -2.958 -0.546 0.126  0.310
H8 -2.918 1.209 0.075  0.319
H9 -2.804 0.429 1.706  0.224

## Properties
**Lowest unoccupied orbital energy**: 0.63 eV
**ΔE to the lowest compared entry with this formula, charge and spin**: 408.3 kJ/mol
**SMILES string**: C#CC(=C)/C(C)=N/C
**Orbital gap**: 9.46 eV



# 7
The following is a quantum chemistry calculation of an isolated molecule of C7H9N, from the OMol25 dataset.

Each line ends with the Mulliken charge.
Geometry (Å):
C1 -0.925 -1.961 2.274  -1.129
C2 -0.575 -0.788 1.420  -0.094
C3 -0.076 -0.930 0.189  -0.459
C4 0.381 0.202 -0.624  0.113
C5 1.045 1.347 -0.270  -0.363
C6 1.031 2.239 -1.389  -0.535
C7 0.341 1.606 -2.374  -0.529
N1 -0.028 0.363 -1.933  -0.134
H1 -1.456 -1.677 3.180  0.336
H2 -0.049 -2.495 2.645  0.266
H3 -1.539 -2.694 1.756  0.305
H4 -0.659 0.226 1.788  0.402
H5 0.045 -1.925 -0.220  0.329
H6 1.602 1.472 0.651  0.440
H7 1.543 3.193 -1.380  0.380
H8 0.107 1.971 -3.360  0.411
H9 -0.788 -0.148 -2.352  0.261

## Properties
**Lowest unoccupied orbital energy**: 1.09 eV
**ΔE to the lowest compared entry with this formula, charge and spin**: 84.9 kJ/mol
**SMILES string**: C/C=C/c1ccc[nH]1
**Orbital gap**: 8.97 eV



# 8
The following is a quantum chemistry calculation of a cluster of 2 separate species, C7H9N in total, from the OMol25 dataset.

Each line ends with the Mulliken charge.
Geometry (Å):
C1 -1.720 -0.630 1.006  -0.139
C2 -0.379 -0.202 1.045  -0.424
C3 -0.170 1.166 0.695  -0.049
N1 -1.027 2.014 0.164  -0.520
C4 -2.234 1.651 0.369  -0.132
C5 -2.751 0.347 0.636  -0.370
H1 -2.155 -1.742 1.193  0.234
H2 0.478 -0.977 1.208  0.413
H3 0.907 1.561 0.700  0.307
H4 -2.956 2.391 0.059  0.362
H5 -3.838 0.356 0.805  0.330
C6 2.066 -1.271 -1.253  -0.524
C7 3.164 -0.588 -1.407  -0.457
H6 1.918 -2.373 -1.506  0.183
H7 1.206 -0.907 -0.972  0.302
H8 4.056 -1.107 -1.813  0.212
H9 3.435 0.312 -0.931  0.271

## Properties
**Lowest unoccupied orbital energy**: 0.75 eV
**ΔE to the lowest compared entry with this formula, charge and spin**: 311.0 kJ/mol
**SMILES string**: c1ccncc1.C=C
**Orbital gap**: 10.31 eV



# 9
The following is a quantum chemistry calculation of an isolated molecule of C7H9N, from the OMol25 dataset.

Each line ends with the Mulliken charge.
Geometry (Å):
C1 -1.299 1.226 -0.229  -0.205
C2 -0.034 1.564 -0.263  -0.390
C3 1.245 0.809 0.187  0.106
N1 2.198 -0.030 -0.552  -0.692
C4 1.210 -0.657 0.449  -0.121
C5 0.222 -1.535 -0.253  -0.311
C6 -1.082 -1.314 -0.406  -0.462
C7 -1.796 -0.205 0.316  -0.814
H1 -2.083 1.922 -0.681  0.283
H2 0.226 2.501 -0.810  0.271
H3 1.676 1.281 1.080  0.328
H4 3.227 0.224 -0.250  0.266
H5 1.708 -0.899 1.381  0.443
H6 0.773 -2.477 -0.707  0.212
H7 -1.758 -1.969 -0.903  0.396
H8 -2.853 -0.120 0.264  0.386
H9 -1.580 -0.321 1.379  0.306

## Properties
**Lowest unoccupied orbital energy**: 1.01 eV
**ΔE to the lowest compared entry with this formula, charge and spin**: 348.2 kJ/mol
**SMILES string**: C1=C[C@@H]2N[C@@H]2C=CC1
**Orbital gap**: 10.13 eV



# 10
The following is a quantum chemistry calculation of a cluster of 2 separate species, C7H9N2O in total, from the OMol25 dataset.

Each line ends with the Löwdin spin population.
Geometry (Å):
C1 -1.449 1.157 -1.521  0.281
C2 -2.179 1.115 -0.343  0.316
C3 -0.221 0.580 -1.551  0.221
C4 -1.837 0.260 0.662  0.385
C5 0.172 -0.219 -0.516  0.382
C6 0.668 1.269 2.623  0.001
C7 1.372 -1.123 -0.558  0.063
N1 -0.688 -0.449 0.511  0.250
N2 1.607 0.577 2.819  0.007
O1 -0.104 1.934 2.115  0.013
H1 -1.669 1.711 -2.398  0.012
H2 -3.048 1.599 -0.093  0.011
H3 0.508 0.522 -2.284  0.005
H4 -2.631 0.144 1.434  0.012
H5 1.849 -1.095 0.322  0.015
H6 1.169 -2.152 -0.619  0.020
H7 2.000 -0.944 -1.538  -0.001
H8 -0.352 -1.202 1.098  0.005
H9 1.883 0.156 3.617  0.000

## Properties
**Net charge**: +1
**Lowest unoccupied orbital energy (alpha / beta)**: -3.90 / -8.38 eV
**Multiplicity**: 3
**ΔE to the lowest compared entry with this formula, charge and spin**: 0.0 kJ/mol
**Orbital gap (alpha / beta)**: 6.75 / 6.39 eV